No. 1
Below is a 2-piece molecular cluster, C14H16O overall, with properties calculated with wB97M-V/def2-TZVPD.

```
31
Properties=species:S:1:pos:R:3:forces:R:3
C -3.6439 -0.4621 1.7976 0.79 -1.73 0.58
O -5.1495 0.8193 0.4436 0.17 0.84 2.11
C 2.1546 0.7098 -1.8287 -0.81 0.44 0.26
H -0.3091 -3.2096 -0.0173 -0.64 1.40 1.70
H -2.5703 -2.0589 2.8473 0.02 0.63 -0.56
H 4.2565 2.0014 0.4469 1.35 0.45 0.86
H 0.1138 -2.4630 1.6150 0.22 0.10 0.02
C -3.0417 -0.1656 -0.5004 -2.81 1.75 -1.51
C -2.6328 -1.4588 1.9164 0.31 -0.18 -0.56
C 4.6216 0.7581 -1.8487 0.63 2.38 -1.32
H -0.0772 0.8555 -1.5965 0.48 -0.11 -0.41
H -0.1143 1.5891 0.5164 2.41 0.40 0.04
C 0.9290 1.0162 -1.2183 1.47 -0.05 1.57
C 3.3406 1.0083 -1.1379 -0.31 0.33 -0.74
C -1.9193 -0.8836 -0.3159 2.38 -3.78 0.80
H -5.4707 1.2274 1.3805 1.56 -1.83 -3.27
C 0.9838 1.5318 0.1263 -4.20 -0.77 -1.82
H -4.1857 -0.2662 2.7228 -0.32 0.17 -0.47
H -1.1199 -1.0781 -1.0976 -1.42 0.56 0.67
H 4.6927 -0.1996 -2.2470 -0.05 -1.98 -0.52
C 2.1316 1.9160 0.7300 0.96 0.98 1.34
H -3.3508 0.2141 -1.5268 0.74 -0.19 1.46
H 5.4336 0.8768 -1.1467 0.51 0.25 -0.12
H 2.2741 0.3303 -2.8548 -0.41 0.06 0.53
H 4.7765 1.4256 -2.8110 -0.27 -0.85 2.09
H 2.1371 2.4995 1.6826 -0.13 -0.80 -0.78
C 3.3412 1.6635 0.0829 -1.62 -0.68 -0.99
C -1.7563 -1.7611 0.8563 -2.23 3.71 -0.44
C -0.7209 -2.7599 0.9914 1.12 -3.77 -1.49
C -3.9705 0.0386 0.5605 -0.33 1.11 1.05
H -1.1536 -3.7149 1.4313 0.42 1.18 -0.10
```
Positions in Å, forces in eV/Å.

Computed properties:
HOMO-LUMO gap ... 0.334 hartree
SMILES string ... Cc1ccc(O)cc1.Cc1ccccc1
Energy relative to the best compared isomer or geometry (same formula, charge and spin) ... 2.081 eV
HOMO ... -8.345 eV

---

No. 2
Below is a 2-piece molecular cluster, C2H2Cl6P overall, with properties calculated with wB97M-V/def2-TZVPD.

```
11
Properties=species:S:1:pos:R:3:forces:R:3
C -1.5284 0.5189 -0.1124 2.03 2.39 -2.69
Cl -3.0209 0.8417 -1.0596 1.07 -0.38 0.52
C 0.7760 -1.1978 0.4414 -1.02 -0.07 -1.33
H 1.3285 -0.5961 1.1157 -0.97 0.95 1.52
Cl 1.4330 -0.4808 -1.0411 0.81 -0.49 -0.95
Cl -2.0489 -2.2214 1.4528 0.16 0.63 -0.47
P -1.1135 -1.2072 0.0258 1.20 -0.02 2.11
Cl -1.4987 1.4077 1.3920 0.10 -0.55 -0.06
Cl 1.1536 -2.8097 0.8530 0.56 -1.20 -0.24
H -0.2771 0.9339 -0.8574 -3.90 -1.25 1.95
Cl -1.3330 -2.1813 -1.6232 -0.03 -0.01 -0.36
```
Positions in Å, forces in eV/Å.

Computed properties:
HOMO-LUMO gap ... 0.377 hartree
Energy relative to the best compared isomer or geometry (same formula, charge and spin) ... 0.000 eV
HOMO ... -14.720 eV
Charge ... +1

---

No. 3
Below is C7H5ClO4Tb as an isolated structure, with properties calculated with wB97M-V/def2-TZVPD.

```
18
Properties=species:S:1:pos:R:3:forces:R:3
C -1.2454 -0.2538 0.8854 0.14 1.30 0.06
C 0.3906 2.1061 0.3309 -1.24 2.34 1.16
Cl -4.1029 -0.2724 0.2394 3.25 0.19 -1.35
C 1.3032 -0.2150 0.1062 0.05 0.62 0.35
H 1.5174 -2.3358 1.0173 0.12 0.94 -1.09
O -0.1051 3.0949 0.8832 2.12 -4.93 -2.84
C 1.5752 -1.7787 0.0189 -0.05 1.50 -1.21
O -1.9396 -0.0149 -1.5146 -1.27 -0.92 5.86
C 2.3091 1.0046 -0.1730 3.85 -1.49 0.39
O 3.5274 0.9767 0.0508 -5.90 0.55 -1.34
H 0.7587 -2.2161 -0.6787 1.03 0.66 1.15
C -2.3511 -0.1706 -0.2758 1.10 -0.10 -0.74
O 1.4614 2.0774 -0.6590 0.10 -0.79 2.68
H 2.5791 -1.9328 -0.5198 -1.39 0.21 1.16
H -1.6911 0.2171 1.8419 0.61 -0.63 -1.43
C 0.0840 0.5388 0.4606 -0.17 -1.40 0.23
H -0.9216 -1.3246 1.1550 -0.88 1.31 -0.69
Tb -3.1493 0.4991 -3.1689 -1.49 0.63 -2.34
```
Positions in Å, forces in eV/Å.

Computed properties:
HOMO-LUMO gap (alpha / beta) ... 0.222 / 0.295 hartree
Spin multiplicity ... 7
<S²> ... 13.0217
HOMO (alpha / beta) ... -21.404 / -21.416 eV
Charge ... +3

---

No. 4
Below is one molecule with the formula C11H13N3, with properties calculated with wB97M-V/def2-TZVPD.

```
27
Properties=species:S:1:pos:R:3:forces:R:3
H 1.3018 -2.4837 0.1689 -0.49 0.10 1.17
C -0.7926 2.4014 1.6203 -0.54 -0.66 -0.77
C -2.2187 4.5999 1.4372 0.26 -1.41 0.53
N 0.6433 -2.4790 -2.4952 0.45 0.53 0.56
H 2.1999 -1.0091 -2.1048 0.10 -0.46 -0.46
C -0.2138 2.1362 2.8632 0.76 0.60 0.56
C -1.6605 3.5102 1.5099 -1.11 3.47 -0.22
C -0.8686 -0.8450 -1.1965 0.59 -2.03 1.45
C -0.6152 1.5620 0.5145 0.93 -2.08 -0.60
N 0.2474 -0.6199 -0.2080 1.33 -0.17 -0.47
H -0.3603 2.9108 3.6598 0.11 -1.09 -0.61
H -1.8095 -0.8579 -0.6284 0.12 0.18 -0.03
N 0.6130 1.1006 3.0892 -0.76 0.37 -1.19
H 2.3481 -1.1049 0.1788 0.31 0.81 0.47
C -0.7130 -2.2745 -1.8371 1.30 0.92 -0.97
H -0.7802 -3.0278 -1.0677 -0.21 -0.18 0.33
H 1.3555 -0.5383 2.1688 1.91 -2.57 0.84
H 0.6751 -2.1674 -3.5046 0.04 -0.18 2.00
C 1.8318 -1.9386 -1.6365 -0.15 1.09 -2.64
H -2.7964 5.5253 1.5254 0.58 -0.95 -0.29
H 2.7326 -2.5991 -1.4741 -1.20 0.06 -0.79
H -1.5310 -2.4702 -2.5866 0.92 0.31 0.71
C 0.2085 0.4083 0.7437 -1.79 0.82 0.07
C 0.7702 0.2749 2.0462 -1.52 2.16 -1.12
H -0.9744 -0.1303 -1.9751 0.35 0.93 -0.70
H -1.0607 1.6174 -0.5388 0.41 0.60 2.00
C 1.4675 -1.5015 -0.2724 -2.68 -1.17 0.16
```
Positions in Å, forces in eV/Å.

Computed properties:
HOMO-LUMO gap ... 0.315 hartree
SMILES string ... C#Cc1cncc(N2CCNCC2)c1
Energy relative to the best compared isomer or geometry (same formula, charge and spin) ... 3.543 eV
HOMO ... -7.952 eV

---

No. 5
Below is one molecule with the formula C4H4N2OS, with properties calculated with wB97M-V/def2-TZVPD.

```
12
Properties=species:S:1:pos:R:3:forces:R:3
H -1.1725 1.9126 0.2470 1.13 0.82 -0.19
S -3.0639 -0.7155 -0.0848 -4.30 -3.57 0.10
N 1.6185 -0.7574 -0.0112 -1.18 -2.07 0.38
O -2.0226 1.5425 0.0178 -2.89 2.83 1.06
C -1.9254 0.2759 0.1503 2.65 0.15 -2.19
H 0.0763 -2.3059 -0.0302 -0.07 -0.39 0.32
C -0.5447 -0.0858 -0.0895 4.12 -2.27 3.35
N 0.2356 1.0274 -0.0600 5.11 -1.54 -0.89
H 2.4823 1.1911 -0.1331 -1.04 -0.35 0.01
C 1.5596 0.5790 -0.0988 -1.99 1.20 0.26
H 2.4725 -1.3872 -0.0689 -1.62 1.50 0.18
C 0.2844 -1.2768 0.1613 0.10 3.69 -2.40
```
Positions in Å, forces in eV/Å.

Computed properties:
HOMO-LUMO gap ... 0.317 hartree
SMILES string ... OC(=S)c1c[nH]cn1
Energy relative to the best compared isomer or geometry (same formula, charge and spin) ... 1.727 eV
HOMO ... -8.490 eV

---

No. 6
Below is C32H45F3IN2NbO5PS as an isolated structure, with properties calculated with wB97M-V/def2-TZVPD.

```
91
Properties=species:S:1:pos:R:3:forces:R:3
Nb -3.0922 2.7070 1.0576 -0.45 -1.54 1.02
H 0.5920 -6.8238 -5.2089 0.01 -0.02 -0.01
C 5.8813 5.7341 -0.7443 0.00 0.00 0.00
N -4.1662 5.2949 2.0987 -0.25 -0.11 -0.46
H -0.9832 -4.4370 -1.4513 0.00 0.01 -0.01
C -2.2519 -5.1083 0.1435 0.02 0.01 0.02
H 2.2493 -0.7476 2.5792 0.08 0.02 -0.09
C 5.3461 3.0264 -1.0870 0.11 0.04 -0.02
H -2.9217 -8.2023 -2.0689 0.00 -0.01 -0.01
O 3.0478 0.9341 -0.8632 -0.23 -0.16 0.07
F 1.3269 4.0397 2.8601 0.10 -0.06 -0.16
C -3.3352 -7.2287 -0.2016 0.00 0.00 0.00
H -3.5763 -6.0254 1.5577 -0.01 0.01 0.01
H 3.1101 -3.3660 -5.3808 0.01 0.00 -0.01
H 5.1197 1.9776 -1.2159 -0.05 0.01 -0.01
H -2.9949 0.7706 -0.9031 -0.13 0.01 0.13
H 2.8964 -1.5882 -1.5268 0.04 0.17 0.03
H 3.7155 3.3279 0.2617 -0.01 -0.01 -0.01
H 2.4430 -5.3457 -1.6464 0.01 -0.01 0.01
C 4.8126 5.1452 -0.0807 0.00 0.01 0.01
C -2.2201 1.4597 -0.5464 0.05 0.59 -0.18
H -0.3970 3.2465 1.3686 0.02 -0.09 -0.03
I -7.4528 0.2544 2.1853 -0.08 -0.08 -0.02
C -6.0322 1.9843 0.0556 -0.07 0.03 -0.05
C 3.4681 -2.2815 0.4421 -0.08 0.05 0.18
C 4.5462 3.7939 -0.2515 -0.02 0.00 0.03
H 6.0862 6.7893 -0.6128 0.00 0.01 0.00
H -5.6516 0.9754 -0.1181 0.17 0.00 0.13
C 1.5735 0.1072 2.5191 -0.03 -0.02 0.20
H 2.6439 1.3188 3.9441 0.02 0.00 -0.05
H 0.3856 2.3830 -0.3221 -0.03 0.07 -0.09
C 1.8427 -5.0967 -5.4492 -0.04 0.02 0.01
N -3.7149 0.9925 2.2089 0.63 0.08 -0.27
C 1.2399 -6.1102 -4.7157 0.00 0.03 0.00
H -3.9960 -8.0110 0.1493 -0.01 0.00 0.00
H 0.9432 1.7525 3.7722 0.07 -0.09 -0.04
C 2.2793 -5.2785 -2.7147 -0.04 0.04 0.03
C -4.9694 3.0804 -0.1260 0.39 0.83 -0.24
C 0.3385 4.6056 3.5748 0.05 -0.10 0.09
H -6.8091 2.1357 -0.7019 0.00 -0.15 -0.05
C 6.4169 3.6161 -1.7462 0.00 0.00 0.01
H 1.6685 -5.0232 -6.5148 0.00 0.00 -0.01
H 4.0506 -1.4042 0.7223 0.06 0.03 -0.07
S -3.7282 -1.5128 1.0171 0.28 -0.33 -0.06
H -7.5787 2.7446 1.3718 0.06 0.13 0.05
F 0.5420 5.9335 3.4914 -0.06 0.31 -0.02
H 0.5693 -0.2913 2.3663 -0.06 0.08 -0.10
C 2.6535 -4.1663 -4.8135 -0.01 -0.05 -0.01
H -1.9969 2.1179 -1.3913 -0.05 -0.05 -0.09
H 3.4965 -3.5313 -2.9472 0.03 0.00 -0.02
C -1.8825 -6.3332 -1.8923 -0.01 0.02 -0.03
H -1.0069 -0.3124 -0.6728 0.07 -0.05 0.06
C -1.6415 -5.2207 -1.0977 0.01 0.00 -0.01
C -1.1371 3.0509 2.1479 0.11 0.98 -0.63
H -1.5818 3.9172 4.0618 -0.15 0.17 0.01
H -5.4138 4.0359 0.1689 0.06 0.06 -0.04
C 6.6855 4.9684 -1.5769 0.00 0.00 0.01
H -4.7425 3.1881 -1.1911 0.09 -0.07 -0.01
H 0.3815 1.3394 -1.7507 -0.08 0.13 -0.03
H -0.8946 0.4426 0.8809 0.02 0.07 0.03
C 2.4358 -1.9417 -0.6054 -0.20 -0.24 -0.08
F 0.5907 4.2780 4.8670 0.01 -0.10 0.14
C 1.4572 -6.1987 -3.3477 0.01 -0.07 0.01
C 0.3304 1.3467 -0.6593 -0.09 0.05 -0.13
H 1.8409 -2.8233 -0.8455 -0.01 0.00 -0.04
H 4.1844 5.7401 0.5701 -0.01 0.00 0.01
H -1.4139 -6.4068 -2.8649 -0.01 -0.01 -0.02
H 1.3919 0.2744 4.6322 0.00 0.01 0.03
H -2.4917 4.1074 0.0981 0.02 -0.16 0.16
H -0.8378 2.1081 2.6205 -0.30 -0.12 -0.03
H -6.0267 2.4710 2.1857 0.01 -0.03 0.04
H 7.0443 3.0193 -2.3971 0.00 0.00 -0.01
C 2.8712 -4.2602 -3.4464 0.05 0.06 0.02
H 4.1429 -3.0505 0.0656 0.06 -0.01 -0.03
H 0.9826 -6.9793 -2.7679 0.00 -0.03 -0.01
H -1.5415 5.0970 2.7606 0.01 -0.02 -0.04
H 2.9754 -2.6680 1.3353 0.03 -0.04 0.01
H 7.5205 5.4255 -2.0935 0.00 0.00 -0.01
C -6.7012 2.1077 1.4172 -0.04 -0.07 0.08
C 1.6430 0.9181 3.7873 -0.05 0.00 0.19
P 1.8311 0.5740 -0.1099 0.42 0.29 -0.16
O -4.3496 6.0428 2.9963 0.03 -0.08 0.50
O -3.9525 4.0128 2.4674 0.19 0.34 -0.33
C -2.7303 -7.3374 -1.4465 0.01 0.00 0.03
O 1.9611 0.9493 1.4268 0.03 -0.09 0.19
C -3.0976 -6.1141 0.5912 0.00 -0.01 0.00
O 1.4791 -0.9784 -0.1372 0.13 -0.35 0.00
C -1.0627 4.1986 3.1464 0.01 -0.18 0.10
H -2.0748 -4.2342 0.7568 -0.01 0.01 0.00
C -3.6344 -0.0875 1.7115 -0.75 0.06 0.17
C -0.9511 0.6646 -0.1896 -0.20 -0.27 -0.01
```
Positions in Å, forces in eV/Å.

Computed properties:
HOMO-LUMO gap ... 0.285 hartree
Energy relative to the best compared isomer or geometry (same formula, charge and spin) ... 0.272 eV
HOMO ... -5.862 eV
Charge ... -1

---

| no. | strongest force on any atom (hartree/bohr) |
| --- | --- |
| 1 | 0.090 |
| 2 | 0.088 |
| 3 | 0.118 |
| 4 | 0.071 |
| 5 | 0.112 |
| 6 | 0.037 |